(1)
{
  "formula": "C2H4N2O2",
  "method": "ωB97M-V with the def2-TZVPD basis set",
  "symbols": ["O", "H", "H", "H", "C", "N", "C", "N", "O", "H"],
  "coordinates": [[-1.43480, 0.98258, -0.02485], [-1.98244, 1.50076, 0.57785], [-1.45782, -2.23163, -0.75993], [2.12795, 1.19802, 0.88114], [0.73645, 0.40670, -0.10166], [-0.13954, 1.09570, 0.55102], [0.29674, -1.45542, 0.02749], [-0.68228, -2.09542, -0.13302], [2.04271, 0.53210, 0.18118], [0.49302, 0.06661, -1.19924]],
  "nbo_charge": [-0.60, 0.48, 0.44, 0.49, 0.30, -0.28, 0.33, -0.68, -0.67, 0.19],
  "gap_ev": 9.0,
  "largest_force_ev_per_a": 3.6,
  "lumo_ev": 0.6,
  "homo_ev": -8.4726
}

---

(2)
{
  "formula": "C9H9F",
  "method": "ωB97M-V with the def2-TZVPD basis set",
  "symbols": ["H", "H", "H", "C", "H", "C", "C", "H", "C", "C", "H", "H", "F", "C", "C", "H", "H", "C", "C"],
  "coordinates": [[1.98082, -1.28301, -2.97438], [0.19094, 3.09752, 0.49400], [-1.29493, 0.09974, 2.43100], [1.03576, -1.81884, -2.76949], [-0.73674, -1.50020, 1.72960], [-0.35495, -0.59288, -0.94616], [-1.03234, 1.42090, 0.09967], [-1.70366, 2.06136, -0.46066], [-1.21003, -0.07965, 0.25717], [0.33204, -0.95518, -1.85721], [0.52739, -1.97523, -3.72196], [1.23153, -0.40818, 2.64798], [-2.51419, -0.36795, 0.06708], [-0.01569, 2.08816, 0.60807], [0.57772, 0.16283, 1.89042], [1.67657, 1.97632, 1.79384], [1.22880, -2.84487, -2.38758], [0.87232, 1.39545, 1.50089], [-0.79135, -0.47627, 1.59773]],
  "nbo_charge": [0.23, 0.21, 0.25, -0.69, 0.23, -0.06, -0.18, 0.23, 0.29, 0.02, 0.24, 0.21, -0.34, -0.22, -0.14, 0.21, 0.24, -0.26, -0.47],
  "gap_ev": 9.5,
  "smiles": "CC#C[C@]1(F)C=CC=CC1",
  "largest_force_ev_per_a": 3.9,
  "lumo_ev": 0.9,
  "homo_ev": -8.5464
}

---

(3)
{
  "formula": "C3H9NO3",
  "method": "ωB97M-V with the def2-TZVPD basis set",
  "symbols": ["H", "C", "O", "C", "O", "H", "H", "H", "H", "H", "H", "N", "H", "O", "H", "C"],
  "coordinates": [[-0.00591, 1.08460, -1.68903], [0.01263, -0.02255, 0.55319], [-0.35670, -1.78232, -2.16421], [0.46440, 1.78699, -0.99265], [-0.34860, -1.71496, 2.15106], [-0.24810, -1.85600, 3.11002], [0.00112, 2.75504, -1.20227], [1.51359, 1.88950, -1.31906], [-1.26900, -2.07207, -2.27867], [-0.96155, -0.26675, 0.10286], [0.24321, -2.40794, -2.58708], [0.36965, 1.37408, 0.38952], [0.74313, -0.63745, 0.03655], [0.13039, 0.30753, 2.94812], [-0.24436, 1.96267, 0.94314], [-0.04390, -0.40038, 1.99850]],
  "nbo_charge": [0.19, -0.33, -0.95, -0.42, -0.69, 0.49, 0.20, 0.18, 0.48, 0.20, 0.48, -0.62, 0.23, -0.59, 0.37, 0.78],
  "gap_ev": 9.3,
  "smiles": "CNCC(=O)O.O",
  "largest_force_ev_per_a": 0.9,
  "lumo_ev": 0.6,
  "homo_ev": -8.6998
}

---

(4)
{
  "formula": "C12H7Br2IrN9",
  "method": "ωB97M-V with the def2-TZVPD basis set",
  "symbols": ["N", "H", "C", "C", "Br", "N", "N", "H", "C", "C", "H", "N", "C", "C", "Ir", "N", "C", "C", "Br", "C", "C", "N", "N", "H", "C", "H", "H", "N", "C", "H", "N"],
  "coordinates": [[-0.12820, -4.69758, -0.71723], [-4.66785, 2.56984, 0.91649], [-2.13688, 1.01184, -0.65502], [0.62061, -3.61811, -0.70036], [-1.79625, -0.05963, -2.15961], [-0.05761, -2.52345, -1.06440], [1.95519, -3.61737, -0.41336], [2.36194, 1.30741, 0.33155], [1.33825, 1.58027, 0.51787], [-1.00925, 1.42090, 0.08878], [-0.38301, 3.65952, 2.60384], [4.33056, -1.23558, 0.22660], [-3.41869, 1.38720, -0.38935], [-0.18464, 2.92744, 1.82994], [0.65639, -0.59555, -1.39023], [-1.32493, -2.98594, -1.32362], [2.71081, -2.48519, -0.25671], [1.08500, 2.55654, 1.50338], [1.59517, 0.52927, -3.38008], [-1.26664, 2.36818, 1.11871], [0.32645, 0.95169, -0.17517], [2.34562, -1.23706, -0.58548], [3.42936, -0.47740, -0.26520], [2.36774, -4.48476, -0.11755], [-3.65445, 2.26594, 0.68823], [-4.23476, 1.02728, -1.00075], [-2.76726, 3.45617, 2.21270], [-1.34195, -4.24189, -1.11694], [-2.60214, 2.75267, 1.40499], [1.92927, 3.00663, 2.01257], [3.92215, -2.51931, 0.25541]],
  "nbo_charge": [-0.39, 0.21, -0.07, 0.46, 0.26, -0.51, -0.58, 0.25, -0.29, -0.07, 0.20, -0.08, -0.26, -0.23, 0.86, -0.12, 0.45, -0.18, -0.49, -0.07, -0.06, -0.39, -0.11, 0.43, -0.22, 0.22, 0.20, -0.08, -0.18, 0.21, -0.38],
  "total_charge": -1,
  "gap_ev": [7.1, 7.1],
  "largest_force_ev_per_a": 2.0,
  "lumo_ev": [2.3, 2.3],
  "homo_ev": [-4.8508, -4.8514]
}